No. 1
# C2H6ClN2O

A gas-phase ion, C2H6ClN2O (charge +1) in a non-equilibrium geometry (ωB97M-V/def2-TZVPD, the Open Molecules 2025 dataset).

**Total charge**: +1
**Molar mass**: 109.5 g mol⁻¹
**Energy relative to the best compared isomer or geometry (same formula, charge and spin)**: 82.9 kcal per mole
**Largest force on an atom**: 4.447 eV/A
**DFT total energy**: -724.3711 a.u.
**Frontier orbital gap**: 9.075 eV
**HOMO energy**: -14.075 eV

Atoms and positions in Å:
C -0.23445 0.40387 0.85620
C -0.04158 0.85983 -0.90773
N -1.04234 0.17183 -1.61209
N 0.26737 -0.95660 0.96893
O -0.74384 -0.62181 -2.46385
Cl 1.68936 0.39002 -1.24460
H -1.29296 0.51034 1.06850
H 0.37906 1.12180 1.38447
H -0.19179 1.93311 -0.96611
H 1.13463 -0.96786 0.36861
H -0.40481 -1.64285 0.60357
H 0.48135 -1.20169 1.94410

=====

No. 2
# C2H6ClNO5S2

C2H6ClNO5S2 in the gas phase in a non-equilibrium geometry (ωB97M-V/def2-TZVPD, the Open Molecules 2025 dataset).

**Molar mass**: 223.7 g mol⁻¹
**Energy relative to the best compared isomer or geometry (same formula, charge and spin)**: 5.9 kcal per mole
**Largest force on an atom**: 5.200 eV/A
**DFT total energy**: -1767.1290 a.u.
**Frontier orbital gap**: 10.229 eV
**HOMO energy**: -10.109 eV

Atoms and positions in Å:
C 1.21120 1.03128 -2.75474
C -1.19296 -0.83628 2.97732
N 0.43489 1.23496 0.07099
O 0.17025 -0.84704 -1.29691
O -1.24348 1.06768 -1.84981
O 0.85177 -1.60662 1.02825
O -0.51780 0.61631 0.86005
O -1.53866 -1.83410 0.50232
S -0.02309 0.53167 -1.48264
S -0.48009 -1.10193 1.17633
Cl 2.12247 0.90166 0.36514
H 0.93218 2.07804 -3.01712
H 2.10614 0.78433 -2.35423
H 0.96036 0.38171 -3.57716
H -2.15804 -0.90122 2.69099
H -0.81064 -1.68965 3.48932
H -0.82451 0.18921 3.17189

=====

No. 3
# C2H6ClO4P

2 unconnected molecules or ions with the total composition C2H6ClO4P in a non-equilibrium geometry (ωB97M-V/def2-TZVPD, the Open Molecules 2025 dataset).

**Molar mass**: 160.5 g mol⁻¹
**Energy relative to the best compared isomer or geometry (same formula, charge and spin)**: 32.2 kcal per mole
**Largest force on an atom**: 3.115 eV/A
**DFT total energy**: -1182.2781 a.u.
**Frontier orbital gap**: 10.470 eV
**HOMO energy**: -10.127 eV

Atoms and positions in Å:
C -0.75667 -1.73865 -2.04327
C -0.23277 -0.63218 -1.22593
O -1.41924 -2.59732 -1.54255
O -1.01396 0.53774 -1.42727
O 1.01146 -0.34764 -1.71834
O -0.11399 -0.99832 0.04399
P 0.67453 0.81294 2.35711
Cl 1.38304 1.79542 0.69711
H -0.70242 -1.69345 -3.11019
H 1.22745 1.81177 3.46188
H -0.50043 1.25586 -1.12355
H 1.61476 -0.26045 -0.99518
H -0.97501 -1.33497 0.39384
H -0.68857 1.39978 2.54904

=====

No. 4
# C2H6ClOPS

2 unconnected molecules or ions with the total composition C2H6ClOPS in a non-equilibrium geometry (ωB97M-V/def2-TZVPD, the Open Molecules 2025 dataset).

**Molar mass**: 144.6 g mol⁻¹
**Energy relative to the best compared isomer or geometry (same formula, charge and spin)**: 85.8 kcal per mole
**Largest force on an atom**: 5.711 eV/A
**DFT total energy**: -1354.6869 a.u.
**Frontier orbital gap (alpha / beta)**: 5.211 / 5.209 eV
**HOMO energy (alpha / beta)**: -8.146 / -8.144 eV

Atoms and positions in Å:
C -2.40247 1.20682 -0.02725
C 2.61342 -1.04755 -0.47912
O -1.04441 1.20229 -0.19177
P -0.12388 -0.18304 0.30343
S 1.51733 0.47014 -0.63885
Cl 0.52775 -3.57192 -1.28701
H -2.98861 0.23018 -0.06477
H -2.98217 1.84563 -0.80127
H -2.75151 1.79985 0.93736
H 3.21519 -0.80396 -1.37819
H 1.95583 -1.91609 -0.75978
H 3.24889 -1.03116 0.43454

=====

No. 5
# C2H6CsO

A molecular structure, C2H6CsO (ωB97M-V/def2-TZVPD, the Open Molecules 2025 dataset).

**Total charge**: +1
**Molar mass**: 179.0 g mol⁻¹
**Energy relative to the best compared isomer or geometry (same formula, charge and spin)**: 3.2 kcal per mole
**Largest force on an atom**: 0.868 eV/A
**DFT total energy**: -174.9745 a.u.
**Frontier orbital gap**: 10.687 eV
**HOMO energy**: -14.371 eV

Atoms and positions in Å:
Cs 0.76264 -1.89700 -2.65615
C 0.79171 0.04338 0.66297
C -0.69869 0.12134 0.41673
O -0.93892 0.27528 -0.99156
H 1.08272 -0.04578 1.70724
H 1.25719 0.96028 0.28522
H 1.23817 -0.76749 0.07920
H -1.15165 0.94003 0.97386
H -1.17359 -0.81799 0.70870
H -1.16958 1.18796 -1.18624

=====

No. 6
# C2H6CuO2

A molecular structure, C2H6CuO2 in a non-equilibrium geometry (ωB97M-V/def2-TZVPD, the Open Molecules 2025 dataset).

**Total charge**: +1
**2S+1**: 3
**Molar mass**: 125.6 g mol⁻¹
**Energy relative to the best compared isomer or geometry (same formula, charge and spin)**: 222.2 kcal per mole
**Largest force on an atom**: 2.904 eV/A
**DFT total energy**: -1870.0106 a.u.
**<S²>**: 2.07
**Frontier orbital gap (alpha / beta)**: 5.697 / 6.045 eV
**HOMO energy (alpha / beta)**: -13.522 / -13.452 eV

Atoms and positions in Å:
O 1.70888 -0.50134 1.72071
Cu 1.00269 0.94844 2.47514
C -0.84862 -0.16032 0.58336
C -1.64536 -1.11791 -0.25723
H -0.05480 0.13788 -0.12243
H -2.01483 -0.17803 1.04278
H -1.05304 -1.46992 -1.11098
H -2.09193 -1.90673 0.36881
H -2.29929 -0.09805 -0.63790
O -0.79597 1.13005 1.55917
H -1.47088 1.77954 1.76812

=====

No. 7
# C2H6FN

2 unconnected molecules or ions with the total composition C2H6FN in a non-equilibrium geometry (ωB97M-V/def2-TZVPD, the Open Molecules 2025 dataset).

**2S+1**: 3
**Molar mass**: 63.1 g mol⁻¹
**Energy relative to the best compared isomer or geometry (same formula, charge and spin)**: 0.0 kcal per mole
**Largest force on an atom**: 2.726 eV/A
**DFT total energy**: -234.2510 a.u.
**<S²>**: 2.01
**Frontier orbital gap (alpha / beta)**: 8.618 / 10.202 eV
**HOMO energy (alpha / beta)**: -7.470 / -11.202 eV

Atoms and positions in Å:
C 1.10582 0.30843 0.58894
C 0.27779 0.71527 -0.51481
N -1.57821 -1.41351 -0.02563
F -0.31100 1.87742 -0.23621
H 0.77842 0.68189 1.53000
H 2.17827 0.66420 0.47895
H 1.15288 -0.69430 0.81216
H 0.41704 0.65159 -1.55238
H -1.50009 -1.83580 -1.01977
H -2.52093 -0.95519 -0.06125

=====

No. 8
# C2H6FNO

C2H6FNO in the gas phase in a non-equilibrium geometry (ωB97M-V/def2-TZVPD, the Open Molecules 2025 dataset).

**Molar mass**: 79.1 g mol⁻¹
**Energy relative to the best compared isomer or geometry (same formula, charge and spin)**: 74.7 kcal per mole
**Largest force on an atom**: 5.002 eV/A
**DFT total energy**: -309.5468 a.u.
**Frontier orbital gap**: 10.982 eV
**HOMO energy**: -10.023 eV

Atoms and positions in Å:
C 0.19957 -0.05668 -0.34733
C -1.11269 -0.89037 -0.71564
N 0.78714 1.24474 1.52554
O -0.13774 0.62139 0.78828
F -0.92495 -1.92903 -1.54237
H 1.06936 -0.64577 -0.21980
H 0.45707 0.59595 -1.26219
H -1.28183 -1.39158 0.31332
H -1.94321 -0.31232 -1.05714
H 1.30577 2.10662 0.98506
H 1.58153 0.65706 1.53227

=====

No. 9
# C2H6FNiO2

A molecular structure, C2H6FNiO2 in a non-equilibrium geometry (ωB97M-V/def2-TZVPD, the Open Molecules 2025 dataset).

**Total charge**: +1
**2S+1**: 3
**Molar mass**: 139.8 g mol⁻¹
**Energy relative to the best compared isomer or geometry (same formula, charge and spin)**: 18.6 kcal per mole
**Largest force on an atom**: 2.807 eV/A
**DFT total energy**: -1838.1156 a.u.
**<S²>**: 2.00
**Frontier orbital gap (alpha / beta)**: 10.876 / 10.199 eV
**HOMO energy (alpha / beta)**: -16.184 / -16.142 eV

Atoms and positions in Å:
F -0.55113 0.98515 2.70545
Ni -1.08236 1.42265 1.11314
O 0.52887 1.85514 0.07803
H 0.61407 2.41218 -0.70171
C -0.65700 -1.50964 -0.48413
O -0.34827 -0.25856 0.11693
C 0.87987 0.34226 -0.14895
H 0.16789 -2.20603 -0.28531
H -1.59210 -1.85204 -0.03461
H -0.79299 -1.35692 -1.56187
H 1.68303 -0.14716 0.41466
H 1.15011 0.31297 -1.21163

=====

No. 10
# C2H6FO2Zn

A molecular structure, C2H6FO2Zn in a non-equilibrium geometry (ωB97M-V/def2-TZVPD, the Open Molecules 2025 dataset).

**2S+1**: 2
**Molar mass**: 146.5 g mol⁻¹
**Largest force on an atom**: 2.940 eV/A
**DFT total energy**: -2109.3853 a.u.
**<S²>**: 0.75
**Frontier orbital gap (alpha / beta)**: 8.235 / 9.344 eV
**HOMO energy (alpha / beta)**: -7.788 / -10.305 eV

Atoms and positions in Å:
C -1.70087 -0.38374 -0.04352
O -0.45278 0.26976 -0.13875
C 0.68124 -0.51535 -0.53633
O 1.73326 0.35907 -0.54524
Zn 0.32526 2.06486 0.09685
H -2.39347 0.35912 0.36619
H -2.02923 -0.70528 -1.04254
H -1.61077 -1.25396 0.62233
H 0.46233 -0.92745 -1.53592
H 0.80990 -1.31308 0.21781
H 2.22557 0.58972 0.79710
F 1.94956 1.45632 1.74203